1.
Density functional theory data (wB97M-V/def2-TZVPD) for one molecule with the formula C3H10N2O2.

The SMILES is CO[C@](N)(O)CN. Its total charge is 0. The calculation puts the gap between HOMO and LUMO at 0.37177 hartree.

Element x y z (Å)
C1 -0.21780 1.64314 -1.08188
O1 0.38713 0.35971 -1.11790
C2 -0.13471 -0.57327 -0.19232
N1 -0.10830 -1.84036 -0.87792
O2 -1.48595 -0.35948 0.12289
C3 0.71841 -0.63396 1.12614
N2 0.59099 0.52835 2.03091
H1 -0.14966 2.09886 -0.09230
H2 -1.26269 1.58865 -1.40228
H3 0.31433 2.28592 -1.78906
H4 -0.40850 -1.62480 -1.82861
H5 0.87469 -2.08442 -0.99444
H6 -1.88629 -1.19643 -0.16730
H7 1.77924 -0.75360 0.87818
H8 0.40691 -1.50855 1.70972
H9 0.99188 1.34095 1.56575
H10 -0.40967 0.72932 2.11043

2.
Density functional theory data (wB97M-V/def2-TZVPD) for C30H43As2KN3O5 as an isolated structure.

Its total charge is -1. The calculation puts the gap between HOMO and LUMO at 0.20928 hartree.

Element x y z (Å)
K1 0.61395 0.28097 -0.09201
O1 2.18091 2.00235 2.97016
C1 1.71315 0.81730 2.53644
O2 0.54846 0.55015 2.50587
C2 2.82030 -0.07769 2.04159
O3 2.29564 -1.35723 1.79650
C3 3.04809 -2.11981 0.83538
C4 2.91883 -1.65522 -0.62306
O4 3.12784 -2.54001 -1.46646
O5 2.61469 -0.43653 -0.79359
H1 1.39828 2.54970 3.15003
H2 3.62495 -0.08371 2.78334
H3 3.19529 0.36005 1.10965
H4 2.67411 -3.13773 0.90780
H5 4.11092 -2.13152 1.10478
N1 -1.97692 0.01191 -1.53676
C5 -2.66791 0.86251 -2.40603
C6 -3.93552 0.50737 -2.86921
C7 -4.65397 1.36209 -3.69288
C8 -4.11021 2.57824 -4.08082
C9 -2.84154 2.92134 -3.61987
C10 -2.10885 2.10113 -2.77134
C11 -0.74640 2.53290 -2.28238
C12 0.25246 2.69525 -3.25883
C13 1.53673 3.09983 -2.91080
C14 1.81416 3.34833 -1.57123
C15 0.80232 3.18224 -0.61947
C16 -0.51186 2.78117 -0.91155
H6 -2.29964 -0.94005 -1.48502
H7 -0.97949 0.02616 -1.63614
H8 -4.35585 -0.44939 -2.57214
H9 -5.64007 1.06903 -4.03365
H10 -4.66223 3.25184 -4.72411
H11 -2.40450 3.87360 -3.90357
H12 0.02298 2.47796 -4.29856
H13 2.30749 3.19386 -3.66641
H14 2.81275 3.64814 -1.26943
H15 1.08192 3.38231 0.42230
C17 -1.34037 3.30062 2.24492
As1 -1.82600 1.72990 1.13372
C18 -3.49957 2.45860 0.40560
C19 -2.86713 0.83798 2.71426
C20 -3.70444 1.52456 3.60690
C21 -4.40317 0.87310 4.61281
C22 -4.28548 -0.50932 4.74931
C23 -3.46403 -1.21095 3.88104
C24 -2.75131 -0.54897 2.87357
As2 -1.53949 -1.58714 1.68951
C25 -2.77796 -3.03198 1.20055
C26 -0.61715 -2.59522 3.10683
H16 -2.20313 3.94451 2.42310
H17 -0.58230 3.88921 1.72838
H18 -0.98161 2.94618 3.21406
H19 -4.11620 2.84909 1.21534
H20 -4.05082 1.66926 -0.10873
H21 -3.25201 3.24629 -0.30337
H22 -3.81365 2.60124 3.51087
H23 -5.04192 1.43544 5.28394
H24 -4.82608 -1.03412 5.52747
H25 -3.37238 -2.28398 4.00098
H26 -3.41670 -3.31750 2.03616
H27 -2.19653 -3.90254 0.88833
H28 -3.40615 -2.71463 0.36600
H29 -1.32206 -3.07636 3.78352
H30 0.01903 -1.90412 3.65714
H31 0.02090 -3.34864 2.64395
C27 -1.46329 -4.84521 -2.99815
C28 -0.10874 -4.15792 -3.18192
C29 0.25977 -4.13090 -4.66009
C30 0.96792 -4.88400 -2.38778
N2 -0.15965 -2.74430 -2.76503
N3 -0.30508 -2.49074 -1.37787
H32 -1.41060 -5.90843 -3.25363
H33 -2.22383 -4.38177 -3.63640
H34 -1.80581 -4.78005 -1.95923
H35 0.26852 -5.14356 -5.07647
H36 1.24345 -3.67503 -4.79075
H37 -0.46791 -3.54027 -5.23013
H38 1.14110 -5.86391 -2.84491
H39 0.66399 -5.05771 -1.35066
H40 1.90068 -4.31549 -2.37791
H41 -0.93935 -2.28245 -3.21761
H42 0.61629 -2.52169 -0.95657
H43 -0.86823 -3.19608 -0.91008

3.
Density functional theory data (wB97M-V/def2-TZVPD) for a 2-piece molecular cluster, C6H18N2 overall.

The SMILES is CCCN.CCCN. Its total charge is 0. The calculation puts the gap between HOMO and LUMO at 0.36467 hartree.

Element x y z (Å)
C1 2.34796 -0.17787 2.20515
C2 2.11790 1.30667 1.82484
C3 1.00107 1.99748 2.69880
N1 1.36065 1.85221 4.13285
H1 1.33705 -0.60146 2.32866
H2 2.90856 -0.32609 3.14343
H3 2.86255 -0.72532 1.39763
H4 3.14494 1.68934 1.66925
H5 1.63999 1.21154 0.83086
H6 1.03991 3.07533 2.44943
H7 -0.03028 1.64441 2.50617
H8 1.16409 0.87214 4.36418
H9 0.68212 2.41104 4.66198
C4 -2.40087 -2.00224 -4.00223
C5 -2.32471 -1.16440 -2.72550
C6 -0.90937 -0.81795 -2.32511
N2 -0.94634 -0.38586 -0.95390
H10 -3.45848 -2.04245 -4.31280
H11 -2.02870 -3.03409 -3.88655
H12 -1.81943 -1.50556 -4.79711
H13 -2.78802 -0.17593 -2.90913
H14 -2.86218 -1.63626 -1.88054
H15 -0.22595 -1.68347 -2.22890
H16 -0.36069 -0.01262 -2.85031
H17 -0.02520 -0.28048 -0.51450
H18 -1.42665 0.51179 -0.82662

4.
Density functional theory data (wB97M-V/def2-TZVPD) for one molecule with the formula C4H9NOS.

The SMILES is CNC(=O)CCS. Its total charge is 0. The calculation puts the gap between HOMO and LUMO at 0.36037 hartree.

Element x y z (Å)
C1 2.36578 -0.91224 1.48412
N1 2.24255 -0.81073 0.03554
C2 1.10116 -0.33303 -0.59586
O1 1.25570 0.21202 -1.67166
C3 -0.18289 -0.32056 0.23018
C4 -1.04622 0.89739 -0.20978
S1 -2.77136 0.68490 0.22098
H1 1.83014 -1.76708 1.93265
H2 3.40588 -1.15536 1.77742
H3 2.16822 0.03121 1.97798
H4 2.92339 -1.20465 -0.58982
H5 0.02308 -0.24506 1.30627
H6 -0.77700 -1.21401 0.06160
H7 -0.54266 1.76473 0.19244
H8 -1.01643 0.97996 -1.31429
H9 -3.10388 -0.17941 -0.73092

5.
Density functional theory data (wB97M-V/def2-TZVPD) for a 2-piece molecular cluster, C5H8O2 overall.

Its total charge is 0. Its multiplicity is 3. The calculation puts the gap between HOMO and LUMO (alpha / beta) at 0.33498 / 0.22814 hartree.

Element x y z (Å)
C1 0.25482 0.31581 1.46631
C2 0.10093 -0.95880 0.78559
C3 -0.17524 0.27885 0.03812
C4 -1.70150 0.34191 -0.20627
C5 0.52162 0.78256 -1.25018
O1 0.61341 0.92777 2.45925
O2 2.12959 -1.72502 0.41533
H1 -0.34427 -1.88852 0.77094
H2 -2.09335 1.16021 -0.69185
H3 -2.13381 0.10315 0.75349
H4 -1.95401 -0.48338 -0.81255
H5 0.62924 1.89289 -1.27480
H6 -0.14960 0.45199 -2.07996
H7 1.46420 0.25600 -1.38854
H8 2.83796 -1.45542 1.01513

6.
Density functional theory data (wB97M-V/def2-TZVPD) for an isolated ion of composition C2HO2S2 and charge -1.

The SMILES is O=C([O-])C(=S)S. Its total charge is -1. The calculation puts the gap between HOMO and LUMO at 0.27132 hartree.

Element x y z (Å)
O1 -3.67659 -0.45833 -0.94095
C1 -2.88951 -0.55607 -0.05675
O2 -2.79004 -1.08671 1.06046
C2 -1.52126 0.24400 -0.17967
S1 -1.26108 1.88998 0.42519
S2 -0.18595 -0.86139 -0.40062
H1 0.79006 -0.02273 -0.18894

7.
Density functional theory data (wB97M-V/def2-TZVPD) for a 2-piece molecular cluster, C5H4F2 overall.

Its total charge is 0. The calculation puts the gap between HOMO and LUMO (alpha / beta) at 0.27145 / 0.27707 hartree.

Element x y z (Å)
C1 1.34224 1.75209 2.12920
C2 0.75250 0.72639 2.10833
C3 -0.25684 -0.99914 -1.19274
C4 -0.72906 -0.69251 -0.00605
C5 -0.38941 -1.33488 1.16107
F1 0.35313 -2.39769 1.25595
F2 -1.20828 -1.38047 2.28031
H1 1.94065 2.71171 2.19513
H2 -0.52457 -0.25685 -1.88695
H3 0.28927 -1.91901 -1.38446
H4 -1.60985 0.07165 0.11234

no.,F_max (hartree/bohr)
1,0.0223
2,0.0399
3,0.0496
4,0.0405
5,0.0726
6,0.0659
7,0.1285